Formula: C4H8O3
Source: the OMol25 dataset
Level of theory: wB97M-V/def2-TZVPD

Last columns: bonded neighbours and bond lengths (Å).
Geometry (Å):
1 O 0.643 -1.464 -0.744  C4 1.194
2 O 1.182 0.334 0.516  C4 1.333, C5 1.436
3 O -2.017 -1.102 0.342  C7 1.287
4 C 0.349 -0.488 -0.122  O1 1.194, O2 1.333, C7 1.682
5 C 2.567 -0.038 0.437  O2 1.436, H11 1.093, H12 1.090, H13 1.092
6 C -1.199 0.663 -0.932  C7 1.453, H14 1.086, H15 1.090
7 C -1.226 -0.087 0.312  O3 1.287, C4 1.682, C6 1.453, H9 1.103
8 H -3.054 -0.250 -0.486  no bonds
9 H -1.080 0.536 1.211  C7 1.103
10 H -3.016 0.463 -0.933  no bonds
11 H 2.886 -0.085 -0.607  C5 1.093
12 H 3.109 0.740 0.974  C5 1.090
13 H 2.718 -1.012 0.908  C5 1.092
14 H -1.220 0.088 -1.853  C6 1.086
15 H -0.793 1.673 -0.982  C6 1.090

Its total charge is 0. As for the LUMO energy (spin up / spin down): -0.0292 / -0.0292 Ha. The value obtained for the energy above the lowest of the compared OMol25 structures with the same formula, charge and spin is 133.0 kcal/mol.